# C2H3BeLiO2

C2H3BeLiO2 as an isolated structure at a distorted geometry (the ωB97M-V functional and the def2-TZVPD basis, the OMol25 dataset).

## Properties
Relative energy (zero: lowest compared OMol25 entry of this formula, charge and spin) ... 4.701 eV
Largest force on an atom ... 0.0855 hartree/bohr
Orbital gap (spin up / spin down) ... 0.2759 / 0.1953 hartree
Molecular weight ... 75.00 g/mol

Structure (XYZ):
```
9
Properties=species:S:1:pos:R:3:lowdin_charge:R:1
C 1.8742 -0.2158 4.1218 -0.3599
O 1.4760 1.1084 5.9688 -0.3079
H -0.3020 0.6778 3.4737 0.1266
Be 3.0216 0.5458 5.7976 0.3199
H 1.6466 -0.6142 3.1277 0.1149
Li 1.1054 -0.6563 5.9297 0.6679
H 0.7051 1.7768 4.1013 0.1317
O 2.8367 -0.8194 4.8603 -0.2408
C 1.1874 0.8219 4.6690 -0.4524
```